[1]
# C9H20OSi

A single C9H20OSi molecule at a distorted geometry (ωB97M-V with the def2-TZVPD basis set, the Open Molecules 2025 dataset).

Calculated values
SMILES: C=C[C@@H](C)[Si](CC)(CC)OC
HOMO energy, eV: -8.37
Net charge: 0
Frontier orbital gap, eV: 9.3

```
31
C9H20OSi, DFT ωB97M-V with the def2-TZVPD basis set
H -2.5864 -1.2611 0.7290
H 1.4584 2.6367 -0.3027
H -3.7928 -1.1300 -1.3611
H -0.8972 2.7561 -0.7033
H 1.7897 1.1599 -0.9234
H -3.2027 0.3812 0.5225
H 1.3838 2.5708 -2.0465
C 2.5430 -1.6847 -1.3015
H 0.9643 -0.9892 2.1652
H 1.9693 -2.3107 -1.9464
C -0.3508 1.7601 -0.9637
C -2.8528 -0.6717 -1.3482
C -2.5626 -0.2902 0.0583
H 2.4465 -0.5204 0.5012
H 0.2657 2.6698 1.6895
H -0.7826 1.5251 -1.9207
C 1.9212 -1.2536 -0.2403
H 1.5148 1.3540 1.7118
C 0.5283 -1.4953 0.1582
C 0.4313 -1.8569 1.6077
H -0.5952 -1.8731 1.9352
Si -0.7770 0.2926 0.1838
H 3.6023 -1.7677 -1.3860
H 0.6050 1.6517 3.1534
C 1.1308 2.0650 -1.1911
O -0.7179 0.9704 1.6588
C 0.5043 1.6157 2.0668
H -2.0934 -1.3720 -1.5883
H -2.7450 0.1324 -2.2005
H 1.0056 -2.7852 1.6913
H -0.1078 -2.2796 -0.4089
```

[2]
# CH3NO3S

2 unconnected molecules or ions with the total composition CH3NO3S at a distorted geometry (ωB97M-V with the def2-TZVPD basis set, the Open Molecules 2025 dataset).

Calculated values
SMILES: O=CS.O=NO
HOMO energy, eV: -10.30
Net charge: 0
Frontier orbital gap, eV: 10.4

```
9
CH3NO3S, DFT ωB97M-V with the def2-TZVPD basis set
H 1.1075 2.6010 0.4146
O 0.4496 -1.6985 -1.1616
H -0.8505 0.1674 1.6530
N -0.7660 -0.9580 -1.1462
H 1.0724 -1.5434 -0.4858
C -0.0437 0.5753 1.1397
S -0.2651 2.2478 0.5577
O 0.8826 -0.1655 1.0039
O -1.5868 -1.2260 -1.9753
```

[3]
# C6H10O

A single C6H10O molecule at a distorted geometry (ωB97M-V with the def2-TZVPD basis set, the Open Molecules 2025 dataset).

Calculated values
HOMO energy (alpha / beta), eV: -8.55 / -7.74
Net charge: 0
Frontier orbital gap (alpha / beta), eV: 9.0 / 7.8

```
17
C6H10O, DFT ωB97M-V with the def2-TZVPD basis set
H -0.5749 -1.0601 0.8744
H 1.2959 -1.5615 1.3342
C 0.7371 0.8256 0.3981
C 1.3356 -1.5423 0.2471
H 2.1892 -0.0256 -0.7922
H -1.4212 0.0687 1.9872
H -2.2103 -0.5970 0.5193
O 0.2543 -0.2785 -1.5777
H 1.3272 1.2868 1.1798
C -1.2806 -0.2055 0.9395
H -1.1736 1.9491 0.4112
C 1.1523 -0.2480 -0.4588
C -0.7381 0.7123 -1.3667
H -1.6983 0.3127 -1.7119
H -0.5110 1.6259 -1.9379
H 2.0355 -2.2517 -0.1913
C -0.7192 0.9890 0.1456
```

[4]
# C17H40N4O5Si

2 unconnected molecules or ions with the total composition C17H40N4O5Si at a distorted geometry (ωB97M-V with the def2-TZVPD basis set, the Open Molecules 2025 dataset).

Calculated values
SMILES: [H]/N=C(/N)NCCCC[Si@@](CCO)(CCCCCN)OCC.COC(=O)OC
HOMO energy, eV: -9.26
Net charge: 0
Frontier orbital gap, eV: 9.7

```
67
C17H40N4O5Si, DFT ωB97M-V with the def2-TZVPD basis set
H 0.6110 -3.7514 -5.2710
C -5.9936 2.5419 4.0739
H 4.9203 -0.1766 0.8177
H 3.7478 -2.5029 -0.2331
H -0.0588 -0.4960 -2.7672
Si 0.8949 -0.2627 0.9687
H -4.8216 1.1729 2.1386
H -1.6901 1.5734 3.1269
C -0.4635 -1.5932 -2.8039
C 3.8382 -0.2322 0.3167
H 0.7370 2.6308 2.5630
H 0.4202 -2.3912 -2.7217
H -0.2573 -1.1310 3.1638
C -1.6113 -1.7883 -1.6594
H 4.7093 -2.3741 -3.7333
H 1.2269 -2.2445 -0.7010
H -0.3674 0.1715 -5.4841
H 0.9326 4.2060 1.5387
O -6.0911 2.8507 5.3917
H 2.4634 2.2128 0.7337
C 4.8792 -1.3077 -3.2695
H -2.3847 -0.1642 2.8912
H 0.5317 0.5692 3.3304
C 3.9077 -1.4711 -0.7636
O -6.0561 3.3325 3.1455
H 3.9009 -0.6673 -3.4292
H 2.8216 -1.5418 1.9990
H 2.9246 0.2818 2.4609
C 0.5052 3.0996 1.4898
H 3.7168 0.7578 -0.2944
C 0.1587 -1.6997 -5.2042
H 6.0098 -0.5252 -1.3415
H -1.3360 -2.8118 -4.3393
C 5.2996 -1.4271 -1.6609
C -1.5964 0.6051 2.4349
H -2.3134 -0.8228 -1.6774
H -7.2193 4.5909 5.2105
C -5.6946 0.7288 2.6277
N -1.0290 -1.7990 -4.2252
H -2.4016 1.8783 1.0517
H 5.8222 0.4727 -3.6912
H -6.6069 0.9404 2.0609
H -6.3477 4.3707 6.7399
H -1.3617 -3.3586 0.0006
C 1.3664 2.3114 0.3399
H 0.7352 -2.7837 1.0311
O -5.8143 1.2009 3.9682
H 1.4202 3.0494 -0.5968
N 6.0092 -0.5280 -3.9703
H -5.4340 4.8234 5.2882
H -0.6437 3.1705 1.2736
H -5.5549 -0.3552 2.6624
C -6.2834 4.2389 5.6562
C -0.1264 -0.0934 2.5871
C 0.4756 -2.0055 0.1625
H 1.9759 -2.8012 -4.8822
C 2.7670 -0.4418 1.5383
H 5.8552 -2.4655 -1.5066
C -1.1038 -2.2084 -0.1745
H -1.7777 -1.6255 0.6127
H 5.9025 -0.6614 -5.0087
N 0.3796 -0.4738 -5.8362
H -2.3184 -2.6707 -2.0428
O -2.0087 0.9365 1.0644
O 0.7614 1.0698 -0.1604
H 3.0250 -1.2897 -1.5332
N 1.1147 -2.8444 -5.4783
```

[5]
# C10H10O10P

A gas-phase ion, C10H10O10P (charge -3) at a distorted geometry (ωB97M-V with the def2-TZVPD basis set, the Open Molecules 2025 dataset).

Calculated values
SMILES: C=C(O[C@@H]1CC(C(=O)[O-])=C[C@@H](O[P@](=O)([O-])O)[C@H]1O)C(=O)[O-]
HOMO energy, eV: 0.13
Net charge: -3
Frontier orbital gap, eV: 7.6

```
31
C10H10O10P, DFT ωB97M-V with the def2-TZVPD basis set
O 1.9247 1.3946 0.5526
P 0.0282 2.2834 -2.8661
O -0.0030 3.6814 -3.4462
O -0.2256 -1.6911 0.5708
H 1.5834 -0.1804 -0.7936
H 0.8333 -3.3802 -2.0361
O -1.2577 1.5188 -3.3302
H -0.9169 0.6185 -3.2853
C 1.0439 -3.9916 0.6112
O 1.1330 1.4810 -3.5111
C 0.6047 -0.6490 1.1240
H 1.6757 2.2069 0.0028
H -0.0987 -1.7295 -1.8862
C 0.4568 -2.7280 -0.0592
H 0.5864 0.6174 2.7809
C -0.1684 1.0851 -0.5927
O 1.3761 -3.9302 1.8463
C -1.1880 1.0206 1.7812
C -2.1253 1.5605 2.8161
O 1.1319 -5.0631 -0.0516
H -1.9545 2.1175 0.1812
C 0.4104 -2.5760 -1.4235
C -0.1413 0.0567 2.2138
O -2.9966 2.3932 2.4583
O -2.0459 1.1187 3.9876
C -1.1427 1.4704 0.4486
C 1.0668 0.3632 0.0432
H 1.4788 -1.1017 1.5632
O 0.1569 2.3350 -1.2373
H -0.6326 -0.6997 2.8454
H -0.5939 0.3978 -1.3080
```

[6]
# C5H8N2S

2 unconnected molecules or ions with the total composition C5H8N2S at a distorted geometry (ωB97M-V with the def2-TZVPD basis set, the Open Molecules 2025 dataset).

Calculated values
HOMO energy, eV: -8.88
Net charge: 0
Frontier orbital gap, eV: 9.4

```
16
C5H8N2S, DFT ωB97M-V with the def2-TZVPD basis set
C -0.2574 -0.2970 1.0873
H 1.1037 1.5166 1.3127
C -0.1455 -0.0607 -0.4182
H -0.0982 1.0397 -2.5479
N 0.1722 -0.3291 -2.7803
H 1.5059 -1.0011 -1.2627
C 0.1694 1.0203 1.6856
N -0.7380 1.0527 -0.7930
H -1.0135 -0.6001 -3.0029
H -1.3467 -0.2955 1.4258
H 1.4820 -0.5815 2.1938
C 0.4198 -0.8178 -1.5240
H -0.2264 -1.7970 -1.5913
C 0.4291 -0.3861 2.3273
S -1.1359 2.0415 0.7167
H -0.3207 -0.5049 3.1709
```

[7]
# C20H15CsI2N4O5

A molecular structure, C20H15CsI2N4O5 (ωB97M-V with the def2-TZVPD basis set, the Open Molecules 2025 dataset).

Calculated values
HOMO energy, eV: -6.61
Net charge: 0
Frontier orbital gap, eV: 5.6

```
47
C20H15CsI2N4O5, DFT ωB97M-V with the def2-TZVPD basis set
N 3.2984 0.9535 -0.1881
O 0.8642 1.8529 3.2875
C 3.4372 -0.9405 1.0237
C -2.3748 -4.4609 -0.9053
O -1.5733 2.2244 -0.9658
H 3.5720 -1.6961 1.7777
H -3.4061 -1.4501 1.2276
C -3.6934 -4.3792 -0.4038
C 1.2458 2.9511 3.0104
H 3.3312 -0.3637 -3.0313
C -0.3565 6.0731 1.5811
H -2.8161 3.7046 -2.1930
C 3.5984 0.4125 1.0436
I -3.1258 -7.1293 -2.2548
O -2.3990 4.2361 -1.4976
I 2.2370 -4.5322 -2.5037
H -1.6655 6.0772 -0.1321
H 1.6764 -0.6870 -2.5230
C 0.4216 5.2683 2.3954
O 0.6908 -2.4510 -0.6952
N 3.0518 -1.2436 -0.2556
H -4.3942 -5.1711 -0.6323
Cs 0.1503 0.0426 0.6137
C 0.2680 -4.4818 -1.8198
C -0.9453 4.1170 0.3631
H 3.9124 1.0352 1.8658
H 2.2734 0.9944 -2.6289
N -1.8913 -2.3464 0.1869
H 2.5646 -2.0897 -0.5532
O 2.4102 3.4243 3.4925
C -0.0972 -3.3936 -1.0176
H 2.6635 4.2424 3.0473
H -0.2408 -6.3335 -2.7730
N -0.2222 3.3335 1.1530
C -4.0716 -3.3136 0.3595
C -1.0519 5.4911 0.5350
C -3.1248 -2.3106 0.6260
C 2.5336 -0.0290 -2.3662
H 0.9638 5.6895 3.2321
C -1.4911 -3.4013 -0.5691
C 0.4565 3.9011 2.1384
H -5.0752 -3.2333 0.7547
H -0.4213 7.1376 1.7600
C -1.8969 -5.5258 -1.7120
C -0.6027 -5.5225 -2.1553
C 2.9720 -0.0783 -0.9440
C -1.6564 3.4018 -0.7545
```

[8]
# C16H14BrN3O4S3

A molecular structure, C16H14BrN3O4S3 at a distorted geometry (ωB97M-V with the def2-TZVPD basis set, the Open Molecules 2025 dataset).

Calculated values
HOMO energy, eV: -8.43
Net charge: 0
Frontier orbital gap, eV: 6.4

```
41
C16H14BrN3O4S3, DFT ωB97M-V with the def2-TZVPD basis set
H -2.6099 5.2809 -1.9897
S 0.9328 -3.9710 0.9290
C -2.1639 2.9044 -3.1779
H -2.5192 3.6101 -3.8923
C -0.8463 -0.1576 -1.1033
N -3.2687 4.4699 -0.1221
C 2.7007 -3.5719 0.9873
C 3.5630 -4.3558 0.2423
C 0.3326 -2.2814 -1.2031
H -0.3858 -1.4710 2.0322
O 0.6506 -5.1202 0.0232
H -1.3319 0.4581 0.9466
C 0.2762 -2.4253 0.1945
C 3.1473 -2.4862 1.7888
N -4.1554 4.3686 1.3051
H 0.7222 -3.0799 -1.8180
H 3.1649 -5.1873 -0.3315
N -1.5949 2.1402 -1.0928
O -2.3646 4.2583 2.2382
C 5.4053 -2.9503 0.9240
C -2.0059 3.2159 -1.8598
C -0.8536 -0.2780 0.2924
H 4.9153 -1.3661 2.3107
C 4.9020 -4.0611 0.1993
Br 7.2344 -2.5172 0.9338
C -2.2820 4.5763 -1.1890
C -0.2341 -1.1749 -1.8406
H -0.2282 -1.1808 -2.9290
O 0.3972 -4.0837 2.3091
H 2.4365 -1.9658 2.4663
H 5.5773 -4.6485 -0.4647
S -2.8774 3.4573 1.1216
H -4.8493 3.7440 0.8862
C 4.5426 -2.1828 1.7070
C -1.3887 1.0504 -1.7699
H -3.4293 5.3668 0.3535
S -1.7392 1.2229 -3.4818
H -1.3098 4.9302 -0.7409
O -3.9378 2.5505 1.5489
H -4.2218 4.3023 2.3058
C -0.3033 -1.3902 0.9608
```

[9]
# C36H53BrGeInN6SSb

A molecular structure, C36H53BrGeInN6SSb at a distorted geometry (ωB97M-V with the def2-TZVPD basis set, the Open Molecules 2025 dataset).

Calculated values
HOMO energy, eV: -13.86
Net charge: +2
Frontier orbital gap, eV: 8.8

```
100
C36H53BrGeInN6SSb, DFT ωB97M-V with the def2-TZVPD basis set
C 6.9183 11.8493 9.0879
Ge 11.8391 15.6185 13.4042
H 11.4730 13.5704 11.9124
C 11.1622 22.3374 8.0067
H 11.3666 13.1769 13.6460
N 14.2863 17.3319 8.7450
C 14.8840 12.7043 11.2220
H 16.7487 17.0497 11.0651
N 8.3307 13.6987 8.5105
H 17.5960 17.7465 9.0139
H 15.3116 13.3346 12.0172
C 16.6123 17.8755 8.6059
C 12.1183 13.0719 8.7405
C 15.6880 10.7983 9.6910
C 11.4118 21.3364 7.0709
C 15.7639 16.7554 10.6727
H 13.5349 14.3927 10.9752
S 11.9765 14.7116 8.1746
H 15.0446 18.9032 5.8604
H 8.5411 8.7530 8.1561
In 12.3851 16.7246 9.7800
H 8.7272 9.6427 5.9772
H 12.3895 16.7949 15.5476
H 11.8455 17.8598 12.0232
H 10.1569 12.8797 6.7874
H 15.7210 15.6602 10.6633
H 9.2670 15.2575 13.4451
C 6.0809 12.2195 7.9755
H 10.2586 11.0605 5.1053
C 15.5522 17.3079 9.2570
C 12.3904 16.9230 11.9087
H 9.9140 16.9311 11.3548
H 15.1924 11.0403 8.7566
C 12.9966 16.2217 14.8730
C 9.4942 17.9926 6.6559
C 11.9219 13.7690 12.8941
C 6.4731 13.2771 7.1675
H 9.6419 16.9270 13.7495
C 10.9322 12.1582 6.8034
C 13.9324 13.5476 10.3824
H 13.8640 16.6922 14.4387
H 15.0649 10.1267 10.2818
H 9.6365 18.3032 5.6084
H 12.8844 11.7682 10.0815
C 7.9778 12.6888 9.2740
H 13.4417 17.1292 12.0702
C 16.0580 12.1147 10.4958
H 13.0212 19.9580 11.2521
C 9.3529 9.4627 8.0302
C 10.4195 10.8761 6.1843
C 11.9704 20.9142 9.7048
Br 9.0792 12.3471 10.7940
H 7.3401 17.9619 6.6538
H 7.2184 16.9268 8.8706
C 10.6065 17.7956 7.4252
C 9.9674 15.8963 13.9233
H 11.9355 11.1339 8.2980
H 6.7488 10.8817 9.5297
H 10.8227 23.2879 7.6804
H 8.3712 11.0288 6.9090
N 10.5679 17.3887 8.6941
C 9.1431 10.2964 6.7770
H 16.8750 11.8069 11.1768
C 9.3524 16.3900 10.5691
H 12.4257 21.5548 11.6494
C 12.0069 20.1576 7.5312
H 11.7354 12.4868 6.0711
H 13.3687 15.4273 15.5307
H 16.5922 10.2299 9.4667
N 12.8916 12.7298 9.7623
H 12.9459 13.3828 12.7745
H 11.3203 21.5851 6.0062
H 9.9174 15.6025 14.9788
H 14.2837 11.9586 11.7212
H 14.9883 17.1550 11.2831
C 14.0921 17.9108 7.5330
H 5.2747 11.6128 7.6729
H 11.1744 22.8853 10.0497
H 14.4878 14.0339 9.5579
H 9.9320 15.4567 10.4116
C 11.4453 22.1252 9.3049
C 9.3557 17.0613 9.2040
H 16.5086 12.7886 9.7580
C 8.2696 17.7959 7.2218
H 11.1939 10.0929 6.1606
H 5.8345 13.5186 6.3468
H 9.4447 10.1361 8.8905
Sb 12.3594 18.3538 6.3742
H 8.0401 14.7682 6.8035
N 12.2651 19.9328 8.8173
C 7.6206 13.9889 7.4120
N 11.5895 12.0640 8.0759
H 17.3026 18.9421 6.8643
C 12.1510 20.6369 11.1743
H 10.2694 8.8002 7.9158
H 8.3748 16.0876 10.9244
C 8.1857 17.3133 8.5093
H 11.2369 20.1783 11.6559
C 16.4200 18.5526 7.4026
C 15.1912 18.5171 6.8372
```

[10]
# C7H13N2

A gas-phase ion, C7H13N2 (charge +1) at a distorted geometry (ωB97M-V with the def2-TZVPD basis set, the Open Molecules 2025 dataset).

Calculated values
HOMO energy, eV: -12.62
Net charge: +1
Frontier orbital gap, eV: 8.9

```
22
C7H13N2, DFT ωB97M-V with the def2-TZVPD basis set
C 0.0978 -0.2019 -0.7984
H 0.3865 -2.3092 -0.7994
C 1.4203 -1.2982 0.9189
C 0.9615 2.1845 -0.2252
C 1.2762 0.1986 1.0863
C -1.1989 0.2882 1.1833
H 0.0821 2.7589 0.0242
H -0.0399 0.2630 -1.7269
C 0.8948 -1.4484 -0.5067
H 1.7794 -1.3163 -1.0654
H -2.1000 0.2902 1.8608
N 0.9287 0.7557 -0.0699
H 1.7622 2.6170 0.4694
H 0.9698 -1.9124 1.7084
H 1.9009 0.6411 1.8554
H 0.9543 2.4979 -1.2675
N -1.2948 -0.0626 -0.0361
H -2.6352 -0.0453 -1.8274
H 2.4002 -1.6844 1.0553
H -3.3522 -0.1010 -0.2416
C -2.5496 -0.5045 -0.7797
H -2.6442 -1.6108 -0.8178
```

[11]
# C6H10O

A single C6H10O molecule at a distorted geometry (ωB97M-V with the def2-TZVPD basis set, the Open Molecules 2025 dataset).

Calculated values
HOMO energy (alpha / beta), eV: -8.07 / -7.95
Net charge: 0
Frontier orbital gap (alpha / beta), eV: 7.9 / 8.4

```
17
C6H10O, DFT ωB97M-V with the def2-TZVPD basis set
C -0.9399 -0.8610 0.5689
H 1.4820 -0.6672 1.8120
H 1.7104 1.4586 0.4209
H -2.2175 1.8772 -1.0907
H -2.0029 -1.0170 0.4024
H 2.0504 -0.6429 -0.8918
C 0.0270 -1.3581 -0.4464
H -1.8808 1.1005 0.5557
C 0.8406 0.8567 0.1216
H -0.3174 -1.1355 -1.4611
C 1.2702 -0.5729 -0.1179
O 1.9055 -1.0883 1.0521
H 0.2150 -2.4406 -0.3723
H -0.6604 -0.9876 1.6119
C -0.1573 1.6052 -0.5596
H 0.1724 2.4218 -1.2146
C -1.4974 1.4512 -0.3910
```

[12]
# C7H15NO2

A single C7H15NO2 molecule (ωB97M-V with the def2-TZVPD basis set, the Open Molecules 2025 dataset).

Calculated values
SMILES: CC(=O)C(C)(C)[C@@H](C)NO
HOMO energy, eV: -9.09
Net charge: 0
Frontier orbital gap, eV: 9.9

```
25
C7H15NO2, DFT ωB97M-V with the def2-TZVPD basis set
O 0.5743 2.3090 -0.0009
C -1.0606 -0.3830 -0.4798
H -1.0589 -1.2144 1.5278
C 0.7439 1.1711 0.3634
H 2.4102 -0.9084 -0.4806
H 0.5992 0.1287 2.2314
H 0.0745 1.3468 -2.2546
H 1.1418 -1.9902 -1.0426
C -1.3838 -1.4851 0.5271
H 2.2503 0.4325 1.6813
H 0.5261 -0.2945 -2.7369
H 1.7473 0.8263 -2.1226
H -0.9213 -2.4230 0.2394
H -2.7239 1.0558 1.5105
C 1.3719 -1.1991 -0.3314
C 0.7145 0.5003 -2.0183
H -1.6432 1.5508 -0.7684
O -1.8379 1.1745 1.1438
H 1.2666 -1.5971 0.6720
H -2.4626 -1.6249 0.5440
C 0.4602 0.0010 -0.5874
H -1.3693 -0.7366 -1.4721
H 1.2756 1.7646 2.3306
C 1.2478 0.8501 1.7441
N -1.9427 0.7447 -0.2197
```